Record 1
Molecular formula: C36H34PReSbSe2
Method: DFT, the ωB97M-V functional and the def2-TZVPD basis

```
75
Properties=species:S:1:pos:R:3
Re 0.44649 -0.98590 -0.03213
Sb -0.91459 1.66107 1.37509
Se 0.22235 -3.29603 -0.96208
Se -0.85011 -0.18572 -1.90606
P -0.58404 -2.23079 -2.78134
C 0.19148 4.04571 3.04793
C 1.02203 -2.87211 4.14692
C 1.34078 -4.34756 3.84866
C -1.09021 2.77238 -0.47681
C 0.74960 -2.08685 -4.01203
C 0.60254 -2.28010 -5.37953
C -0.03869 3.57547 -0.89539
C -0.17293 4.32410 -2.05331
C 0.68661 -2.23104 2.90223
C 1.70644 -2.12984 -6.20424
C -4.96964 -3.14362 -3.59933
C -0.97365 3.44274 2.61438
C -2.28739 5.23997 3.46990
C 0.10493 5.26808 3.69624
C -1.36067 4.30037 -2.76807
C 3.06974 -1.52374 -4.32099
C -0.20754 -2.76934 5.06932
C 2.22919 -2.18258 4.80026
C 1.94683 1.08979 0.13370
C 1.98440 -1.69753 -3.48769
C 3.97019 0.63990 1.37208
C 2.93373 -1.75947 -5.68148
C -2.21335 4.01718 2.82513
C -3.14160 -2.65921 -2.13458
C -2.41674 3.51796 -2.33082
C 3.31715 0.79618 0.16184
C 1.24050 1.25449 1.34660
C -4.49478 -2.83886 -2.33204
C -2.25852 -2.79218 -3.21019
C -1.12905 5.85682 3.91421
C 0.44082 -1.72341 1.81060
C -2.27985 2.74239 -1.18974
C -4.08795 -3.32027 -4.65159
C 3.26888 0.77524 2.56521
C -2.72347 -3.16099 -4.46686
C 1.91496 1.06295 2.55230
H 0.87718 3.62927 -0.32009
H 3.78916 0.66288 3.50396
H 1.58802 -4.85945 4.77438
H 3.08805 -2.19543 4.13309
H -0.46897 -1.72957 5.25211
H 0.65360 4.92747 -2.39352
H -3.10134 2.12105 -0.85076
H 3.79054 -1.65897 -6.32836
H 0.03149 -3.24196 6.01829
H 1.15728 3.58987 2.87366
H -2.05701 -3.34010 -5.29437
H -3.24982 5.69945 3.62850
H -2.75526 -2.41246 -1.14820
H -3.34658 3.51017 -2.87605
H 3.87114 0.73353 -0.76532
H -4.46016 -3.57353 -5.63140
H -5.17935 -2.73077 -1.50640
H -6.02995 -3.25844 -3.76012
H 1.49368 1.40324 -0.80998
H 0.48185 -4.83612 3.39652
H -1.46536 4.89619 -3.66062
H -1.06033 -3.27823 4.62806
H 1.37511 1.17043 3.48522
H 1.00951 5.75298 4.02941
H -1.19004 6.79714 4.43958
H 2.49272 -2.71501 5.70974
H 5.02854 0.43032 1.38611
H 1.60188 -2.31146 -7.26161
H -0.34935 -2.53624 -5.81479
H -3.11379 3.52637 2.48305
H 1.99113 -1.15381 5.06123
H 2.10200 -1.53763 -2.41393
H 4.02262 -1.22113 -3.91420
H 2.18692 -4.42573 3.17049
```

For the relative energy (zero: lowest compared OMol25 entry of this formula, charge and spin), the calculation gives 58.2 kcal/mol. As for the spin multiplicity: 2. For the orbital gap (alpha / beta), the calculation gives 4.93 / 5.59 eV. For the electronic energy, the calculation gives -186514.184 eV. The net charge is +2.

***

Record 2
Molecular formula: C36H35ClN4O2PRuSSe2
Method: DFT, the ωB97M-V functional and the def2-TZVPD basis

```
83
Properties=species:S:1:pos:R:3
Ru -0.02633 -0.53506 0.11138
Se -2.37777 -0.50455 0.44509
Se 0.33587 -0.21395 2.49175
Cl -3.06635 -2.23545 -2.33654
S 2.34326 -0.53698 -0.15638
P -0.05174 -2.63940 -1.03634
O -0.37204 2.89883 3.56321
O -3.94360 0.68001 4.36698
N 4.16342 2.80641 -0.40977
N 1.62130 2.02646 -0.76492
N 3.88385 1.52624 -0.53214
N 0.38370 1.55902 -0.80183
C -2.75923 3.17368 -1.84012
C -3.51412 -5.69968 -0.46291
C 0.12184 -3.44809 -5.06461
C -1.34917 0.15724 3.42191
C 1.69525 -3.63822 0.87512
C 2.87076 5.70145 2.31539
C -3.72682 -4.55648 -1.21478
C 2.44294 4.38863 2.46845
C -0.55923 2.56355 -1.05934
C 0.75167 -1.35589 -3.35308
C -0.13434 -3.56455 -3.70723
C 2.77491 -4.36592 1.35078
C -3.16142 1.78713 3.93537
C -1.24328 -5.01902 -0.09238
C -2.51664 4.50369 -1.51428
C -1.42162 -3.86151 -0.84993
C 3.58157 -5.06807 0.46446
C 1.01220 -1.24285 -4.71310
C 4.13205 5.05314 0.37821
C -1.79130 2.20868 -1.61476
C -1.28394 4.86275 -0.97968
C -0.30489 3.90841 -0.75968
C -2.69725 -3.64899 -1.39771
C 3.68985 3.73824 0.52876
C -2.16480 1.33228 2.86644
C 2.21310 -4.32106 -1.37086
C 2.84934 3.39833 1.58721
C 0.18309 -2.52074 -2.84182
C 3.30056 -5.04233 -0.89319
C 3.72185 6.02896 1.26657
C -1.29756 2.55047 2.53630
C -2.27248 -5.92898 0.10169
C -2.98356 0.94021 1.62589
C 1.40173 -3.61495 -0.49034
C 2.56868 1.14041 -0.47835
C 0.69950 -2.28962 -5.56863
H -0.28072 -5.21826 0.35274
H 1.08321 -3.06933 1.56677
H 1.77848 4.11707 3.27600
H 5.00329 3.07093 -0.90394
H 0.98507 -0.53387 -2.68769
H 0.90260 -2.20311 -6.62894
H -4.68323 1.00134 4.88903
H 4.43569 -5.62460 0.83039
H -3.79423 2.57734 3.51458
H -3.70859 2.88330 -2.27387
H -0.58960 -4.46906 -3.32095
H -4.32245 -6.40590 -0.32018
H -1.05078 0.35468 4.45120
H 4.06394 7.04802 1.13684
H -0.71483 2.34861 1.64226
H 2.01123 -4.30057 -2.43314
H 2.99515 -4.36997 2.41110
H -1.95379 3.40270 2.31807
H -4.69337 -4.35669 -1.65851
H -2.61471 2.20768 4.78956
H 3.93227 -5.58059 -1.58896
H -1.96743 1.17428 -1.87480
H -1.94865 -0.74816 3.40790
H -3.28068 5.25346 -1.67650
H -1.08503 5.89887 -0.73240
H 4.78497 5.30581 -0.45111
H 2.55290 6.46370 3.01524
H -2.09594 -6.81758 0.69323
H -0.13412 -4.26170 -5.73239
H -3.94908 0.56109 1.95151
H 0.65508 4.17629 -0.33905
H 2.52181 2.37889 1.74051
H 1.45538 -0.33384 -5.09978
H -0.86218 3.16971 4.34452
H -3.15445 1.81758 0.99446
```

For the relative energy (zero: lowest compared OMol25 entry of this formula, charge and spin), the calculation gives 0.0 kcal/mol. As for the spin multiplicity: 6. For the orbital gap (alpha / beta), the calculation gives 7.03 / 5.73 eV. For the electronic energy, the calculation gives -213874.561 eV.

***

Record 3
Molecular formula: C36H35F7N3SeW
Method: DFT, the ωB97M-V functional and the def2-TZVPD basis

```
83
Properties=species:S:1:pos:R:3
W 1.56518 0.12144 0.29170
Se 1.98949 2.40297 0.92568
F 6.90869 -3.91057 6.95030
F -1.51864 2.57095 5.35792
F 6.68217 -5.68957 5.74478
F -1.20021 2.28209 -0.04274
F 8.31770 -4.32374 5.35939
F -0.31284 0.45650 4.20466
F -2.35694 4.40578 1.11082
N -0.09174 0.21581 1.45387
N 2.36936 0.21339 -1.25882
N 0.31307 -1.69858 -0.39241
C -1.96982 3.53623 3.26217
C 4.78338 3.79301 -2.60058
C 6.14251 -3.63259 4.74559
C 3.95737 -2.81265 4.20497
C 4.12818 0.77623 -4.97690
C 4.29644 0.17356 -2.65817
C 1.07476 -2.99550 -0.28436
C 5.31972 3.22789 -1.44871
C 3.40913 3.97296 -2.66836
C -0.63925 -1.11313 1.79596
C -0.89415 -1.81760 0.48386
C -1.44783 2.51258 4.02844
C -0.83398 1.42341 3.44022
C -0.12943 -1.53406 -1.81746
C 6.65998 -3.08656 3.58209
C 4.46953 -2.26096 3.02594
C 7.02589 -4.39077 5.70275
C 4.89283 0.36836 -3.89132
C -1.27323 2.34359 1.29437
C -0.73338 1.31222 2.05647
C -1.87013 3.43830 1.89097
C 2.86639 -0.91095 1.41494
C 5.14881 2.20589 0.83442
C 4.52196 2.82632 -0.38402
C 2.76186 0.98749 -4.83276
C 2.92449 0.38688 -2.51469
C 1.08139 3.80645 -1.74876
C 5.67585 4.21541 -3.73423
C 2.56510 3.59733 -1.62830
C 2.15489 0.79580 -3.60471
C 4.79445 -3.50149 5.05866
C -0.87154 -0.24500 -2.11944
C 5.82284 -2.40287 2.71669
C 2.36602 -3.09890 -1.07480
C 3.61173 -1.53566 2.14742
C 3.14285 3.01184 -0.50290
H 1.09566 0.97499 -3.47722
H -0.76726 -2.39104 -2.05918
H 5.95672 0.20757 -4.00612
H -2.44255 4.39115 3.72414
H 4.87475 -0.12715 -1.79367
H 5.10461 4.37708 -4.64757
H 2.20488 -3.06001 -2.15126
H 0.69638 4.42204 -0.93275
H 4.40900 -3.92821 5.97510
H 2.17177 1.30944 -5.68053
H 6.19182 5.14691 -3.49397
H -1.83592 -0.17048 -1.62174
H -1.05766 -0.20105 -3.19320
H 0.83811 4.29849 -2.68920
H 0.05897 -1.66536 2.42916
H 7.71117 -3.19219 3.35499
H 3.08873 -2.33591 -0.79790
H 2.80857 -4.07070 -0.85288
H 1.26936 -3.15036 0.77692
H 0.53751 2.85970 -1.70964
H 0.75895 -1.60099 -2.43971
H 6.43911 3.46285 -3.93560
H 2.97427 4.41589 -3.55793
H 4.84974 2.72197 1.74867
H 6.23489 2.24722 0.76769
H -1.14966 -2.86967 0.61450
H 6.21322 -1.96890 1.80600
H -0.30207 0.64650 -1.85467
H 2.91054 -2.68577 4.44502
H -1.57373 -1.01346 2.34874
H 4.59758 0.93026 -5.93964
H 6.39363 3.09195 -1.37403
H 4.84856 1.16118 0.94531
H -1.72894 -1.32675 -0.00749
H 0.38810 -3.78163 -0.61240
```

For the relative energy (zero: lowest compared OMol25 entry of this formula, charge and spin), the calculation gives 0.0 kcal/mol. For the orbital gap, the calculation gives 6.49 eV. For the electronic energy, the calculation gives -128558.991 eV. The net charge is +1.